19
Properties=species:S:1:pos:R:3:forces:R:3 method="wB97M-V/def2-TZVPD" de_lowest_ev=4.960 homo_lumo_gap_ev=7.3 e_lumo_ev=-1.0 e_tot_ha=-1215.349440
C 0.5355 0.0417 1.5293 0.1 -2.9 1.8
C 1.2007 0.0174 -1.3432 0.0 1.9 -0.6
C 0.1663 -1.1054 0.5830 0.1 4.2 -2.3
N -0.0209 -0.4129 -0.7631 -0.3 -1.6 1.7
Si -1.6057 -0.1509 -1.3614 0.3 0.3 1.7
Si -0.3753 3.3129 -0.1515 0.5 -0.1 0.3
Cl 1.3062 3.5814 -1.4132 -0.5 0.2 0.1
H 1.5198 0.4832 1.3025 -0.6 0.0 0.2
H -0.3245 0.7311 1.4923 0.7 -0.1 0.6
H 0.6003 -0.6488 2.4819 0.0 2.3 -0.8
H 0.9529 0.0062 -2.3748 0.6 0.1 -1.5
H 1.4985 1.1136 -1.1598 -0.1 -1.8 0.3
H 2.0073 -0.6861 -1.1758 0.3 0.0 0.2
H 0.9446 -1.8257 0.5031 0.3 -1.0 0.0
H -0.7861 -1.4179 0.9005 -1.0 -1.2 0.3
H -2.3098 0.5829 -0.0746 0.3 -0.6 -1.8
H -2.2564 -1.5106 -1.5051 -0.2 0.7 -0.3
H -1.3703 0.6973 -2.6045 -0.6 -0.4 0.6
H -1.4054 3.7676 -1.1310 -0.2 0.1 -0.4